Model a:
Here is an isolated molecule of C3H6N2O2 from the Open Molecules 2025 dataset. Energies are from wB97M-V/def2-TZVPD.

Output
Structure (SMILES) = [H]/N=C(/NC=O)OC
HOMO level = -10.1 eV
Frontier orbital gap = 10.766 eV

The geometry in XYZ format:
```
13
C3H6N2O2 (wB97M-V/def2-TZVPD)
C -1.868 -0.007 -1.024
O -0.827 0.844 -0.542
C 0.371 0.249 -0.265
N 1.269 -0.081 -1.093
N 0.545 0.076 1.101
C 1.750 -0.220 1.709
O 1.860 -0.342 2.905
H -2.524 -0.305 -0.197
H -1.461 -0.901 -1.508
H -2.450 0.564 -1.751
H 1.003 0.189 -2.036
H -0.238 0.254 1.716
H 2.572 -0.320 0.985
```

Model b:
Here is an isolated molecule of C3H6N2O2 from the Open Molecules 2025 dataset. Energies are from wB97M-V/def2-TZVPD.

Output
HOMO level = -9.0 eV
Frontier orbital gap = 9.721 eV

The geometry in XYZ format:
```
13
C3H6N2O2 (wB97M-V/def2-TZVPD)
N -1.588 -0.555 -0.767
C -0.777 0.267 0.094
O -1.221 1.329 0.555
C -0.083 -0.827 0.911
O 1.314 -0.337 1.260
C 1.637 0.471 0.273
N 0.772 0.663 -0.655
H -2.493 -0.133 -0.873
H -1.185 -0.906 -1.626
H 0.118 -1.716 0.312
H -0.734 -1.066 1.762
H 2.621 0.938 0.250
H 0.847 1.496 -1.221
```

Model c:
Here is an isolated molecule of C3H6N2O2 from the Open Molecules 2025 dataset. Energies are from wB97M-V/def2-TZVPD.

Output
Structure (SMILES) = [H]/N=C/OCC(N)=O
HOMO level = -9.8 eV
Frontier orbital gap = 10.573 eV

The geometry in XYZ format:
```
13
C3H6N2O2 (wB97M-V/def2-TZVPD)
N -1.552 0.095 -0.760
C -1.411 -0.114 0.573
O -2.260 0.153 1.404
C -0.080 -0.760 0.982
O 0.982 0.204 1.050
C 1.612 0.546 -0.073
N 1.303 0.128 -1.231
H -2.351 0.631 -1.063
H -0.737 0.011 -1.359
H 0.203 -1.575 0.307
H -0.196 -1.122 2.002
H 2.422 1.239 0.167
H 1.930 0.521 -1.927
```

Name the least stable of them. model b.

Model a:
Here is an isolated molecule of C3H6N2O2 from the Open Molecules 2025 dataset. Energies are from wB97M-V/def2-TZVPD.

Output
Structure (SMILES) = NC(=O)CNC=O
HOMO level = -9.9 eV
Frontier orbital gap = 10.454 eV

The geometry in XYZ format:
```
13
C3H6N2O2 (wB97M-V/def2-TZVPD)
C 0.088 0.795 -1.805
N 0.736 0.221 -0.778
C 0.167 -1.000 -0.178
C -0.173 -0.640 1.316
N -1.519 -0.584 1.604
O 0.743 -0.515 2.087
O 0.331 1.843 -2.366
H -0.775 0.204 -2.169
H 1.260 0.665 -0.041
H -0.801 -1.298 -0.573
H 0.810 -1.873 -0.279
H -1.901 -1.097 2.377
H -2.187 -0.013 1.130
```

Model b:
Here is an isolated molecule of C3H6N2O2 from the Open Molecules 2025 dataset. Energies are from wB97M-V/def2-TZVPD.

Output
Structure (SMILES) = [H]/N=C/N(C)OC=O
HOMO level = -9.4 eV
Frontier orbital gap = 10.319 eV

The geometry in XYZ format:
```
13
C3H6N2O2 (wB97M-V/def2-TZVPD)
C -1.049 -0.274 -1.019
C 1.647 -1.494 0.387
C -0.163 1.170 0.775
H -0.960 0.552 -1.864
H -0.637 -1.129 -1.636
H -2.080 -0.415 -0.559
H 2.124 -2.107 1.178
H 0.628 1.136 1.516
H -0.995 2.849 0.843
N 0.007 0.018 -0.091
N -1.117 1.941 0.423
O 0.491 -0.950 0.754
O 2.103 -1.296 -0.708
```

Name the least stable of them. model b.

Model a:
Here is an isolated molecule of C3H6N2O2 from the Open Molecules 2025 dataset. Energies are from wB97M-V/def2-TZVPD.

Output
Structure (SMILES) = CN(N=O)[C@@H]1CO1
HOMO level = -9.2 eV
Frontier orbital gap = 10.102 eV

The geometry in XYZ format:
```
13
C3H6N2O2 (wB97M-V/def2-TZVPD)
C -1.243 1.317 0.609
C 0.011 0.869 -0.138
C -0.026 -1.612 -0.316
N 2.090 -0.420 0.039
N 0.731 -0.449 0.025
O 2.615 0.623 0.323
O -1.268 0.778 -0.681
H -1.679 0.778 1.379
H -1.249 2.374 0.733
H 0.712 1.562 -0.713
H -0.404 -1.427 -1.342
H 0.600 -2.623 -0.357
H -0.891 -1.771 0.440
```

Model b:
Here is a cluster of 2 separate species, C3H6N2O2 in total from the Open Molecules 2025 dataset. Energies are from wB97M-V/def2-TZVPD.

Output
HOMO level (alpha / beta) = -6.5 / -10.0 eV
Frontier orbital gap (alpha / beta) = 5.651 / 9.912 eV

The geometry in XYZ format:
```
13
C3H6N2O2 (wB97M-V/def2-TZVPD)
C 0.980 1.201 -0.734
C 0.811 0.954 0.570
C -0.487 0.522 0.957
N -2.813 -0.489 0.495
N 1.107 -1.866 -0.422
O -3.638 -0.290 -0.301
O -1.503 0.338 0.225
H 2.055 1.473 -0.840
H 0.318 1.394 -1.617
H 1.547 0.963 1.373
H -0.756 0.512 1.996
H 1.282 -1.850 -1.456
H 1.097 -2.862 -0.245
```

Model c:
Here is an isolated molecule of C3H6N2O2 from the Open Molecules 2025 dataset. Energies are from wB97M-V/def2-TZVPD.

Output
Structure (SMILES) = [H]/N=C/OCC(N)=O
HOMO level = -9.9 eV
Frontier orbital gap = 10.875 eV

The geometry in XYZ format:
```
13
C3H6N2O2 (wB97M-V/def2-TZVPD)
N 0.853 2.023 -0.787
C 0.720 1.123 0.236
O 1.595 0.906 1.047
C -0.681 0.514 0.318
O -0.696 -0.608 1.176
C -0.488 -1.805 0.605
N -0.357 -1.972 -0.640
H 1.783 2.392 -0.920
H 0.271 1.936 -1.609
H -1.057 0.244 -0.674
H -1.356 1.252 0.761
H -0.468 -2.574 1.384
H -0.234 -2.960 -0.845
```

Model d:
Here is a cluster of 2 separate species, C3H6N2O2 in total from the Open Molecules 2025 dataset. Energies are from wB97M-V/def2-TZVPD.

Output
HOMO level = -9.4 eV
Frontier orbital gap = 9.005 eV

The geometry in XYZ format:
```
13
C3H6N2O2 (wB97M-V/def2-TZVPD)
C -0.236 1.177 0.650
C 0.367 -0.152 0.163
C 0.007 -1.308 -1.921
H -0.796 1.447 2.726
H 0.292 2.181 0.432
H -1.231 0.959 0.548
H 0.863 -0.694 1.846
H -0.735 0.543 -1.561
H 0.758 -2.180 -1.504
N 0.760 -1.125 0.874
N 0.014 -0.205 -1.254
O 0.211 0.899 2.035
O -0.276 -1.542 -3.033
```

Name the least stable of them. model b.

Model a:
Here is an isolated molecule of C3H6N2O2 from the Open Molecules 2025 dataset. Energies are from wB97M-V/def2-TZVPD.

Output
Structure (SMILES) = NC(=O)NCC=O
HOMO level = -9.9 eV
Frontier orbital gap = 10.708 eV

The geometry in XYZ format:
```
13
C3H6N2O2 (wB97M-V/def2-TZVPD)
O 2.666 0.580 0.101
C 1.872 0.934 0.924
C 0.380 0.537 0.847
N 0.106 0.201 -0.559
C -0.719 -0.902 -0.881
N -2.077 -0.618 -0.810
O -0.324 -2.010 -1.124
H 2.259 1.625 1.698
H 0.273 -0.306 1.541
H -0.329 1.310 1.136
H 0.975 -0.248 -0.869
H -2.710 -1.397 -0.877
H -2.373 0.293 -1.127
```

Model b:
Here is a structure of composition C3H6N2O2 from the Open Molecules 2025 dataset. Energies are from wB97M-V/def2-TZVPD.

Output
HOMO level = -8.9 eV
Frontier orbital gap = 9.716 eV

The geometry in XYZ format:
```
13
C3H6N2O2 (wB97M-V/def2-TZVPD)
N 1.063 0.426 1.781
C 0.330 0.221 0.670
O 0.916 -0.646 -0.169
C -0.840 1.007 0.344
O -1.426 -0.237 0.492
C 0.087 -1.122 -1.185
N 0.202 -0.586 -2.312
H 1.843 -0.171 2.013
H 0.879 1.225 2.364
H -0.851 1.505 -0.636
H -1.100 1.716 1.144
H -0.522 -1.965 -0.864
H -0.401 -1.057 -2.982
```

Name the least stable of them. model b.